The following is a DFT calculation (ωB97M-V/def2-TZVPD) of 12 unconnected molecules or ions with the total composition C36H84O17S at a distorted geometry.

Results
* DFT total energy: -3099.1717 Ha
* orbital gap: 9.63 eV

```
! RIJCOSX wB97M-V def2-TZVPD def2/J DEFGRID3
* xyz 0 1
C 0.611 4.558 -4.076
C 0.049 5.983 -4.166
O 0.816 6.915 -4.023
O -1.264 6.191 -4.435
C -2.106 5.494 -3.461
C -3.405 6.287 -3.369
C -4.456 5.698 -2.387
C -4.348 4.185 -2.139
O -3.666 3.956 -0.888
S -4.489 2.951 0.107
O -4.531 3.641 1.366
O -3.378 1.741 0.183
C -3.665 0.789 1.234
C -2.320 0.615 1.970
O -2.165 1.196 3.024
C -1.224 -0.227 1.348
C -1.511 -1.207 0.418
C -0.456 -1.915 -0.114
C 0.852 -1.682 0.239
C 1.119 -0.689 1.169
C 0.094 0.031 1.737
H 1.567 4.568 -4.597
H 0.737 4.267 -3.028
H -0.051 3.825 -4.551
H -2.221 4.471 -3.829
H -1.560 5.522 -2.510
H -3.132 7.280 -2.993
H -3.799 6.431 -4.382
H -4.411 6.225 -1.432
H -5.441 5.876 -2.833
H -3.877 3.634 -2.957
H -5.370 3.786 -2.055
H -3.990 -0.138 0.750
H -4.416 1.164 1.934
H -2.540 -1.405 0.142
H -0.682 -2.691 -0.841
H 1.678 -2.236 -0.192
H 2.129 -0.457 1.494
H 0.311 0.802 2.475
C -2.606 9.188 -6.444
C -3.179 8.298 -7.530
O -4.593 8.161 -7.387
H -2.831 8.776 -5.460
H -1.525 9.283 -6.547
H -3.051 10.185 -6.486
H -2.749 7.299 -7.472
H -2.963 8.710 -8.521
H -4.978 9.040 -7.449
C 4.151 -4.785 1.663
C 4.258 -3.388 2.242
O 2.963 -2.809 2.409
H 3.638 -4.759 0.702
H 5.133 -5.232 1.522
H 3.567 -5.432 2.322
H 4.822 -2.739 1.572
H 4.766 -3.407 3.212
H 2.466 -3.374 3.009
C 0.316 0.894 6.147
C 0.644 2.256 5.579
O 0.472 2.245 4.171
H 0.968 0.132 5.716
H 0.434 0.884 7.233
H -0.712 0.615 5.902
H 1.678 2.523 5.802
H -0.011 3.029 6.000
H -0.439 2.012 3.988
C 4.911 -9.948 1.075
C 4.022 -8.759 0.760
O 4.793 -7.561 0.703
H 5.423 -9.799 2.027
H 4.327 -10.869 1.130
H 5.681 -10.066 0.310
H 3.268 -8.629 1.536
H 3.513 -8.898 -0.198
H 5.452 -7.673 0.010
C 2.495 2.956 -1.486
C 1.527 2.041 -2.214
O 1.623 0.707 -1.730
H 3.519 2.602 -1.610
H 2.429 3.979 -1.863
H 2.284 2.966 -0.414
H 1.752 2.018 -3.281
H 0.495 2.391 -2.085
H 1.413 0.720 -0.789
C -1.707 2.646 9.132
C -0.554 3.234 9.922
O 0.686 2.900 9.302
H -1.615 1.561 9.066
H -2.664 2.890 9.600
H -1.710 3.027 8.109
H -0.537 2.836 10.935
H -0.638 4.325 9.981
H 0.667 3.264 8.411
C -3.510 -5.756 0.058
C -2.697 -4.489 -0.128
O -3.052 -3.835 -1.347
H -3.350 -6.437 -0.779
H -3.234 -6.266 0.983
H -4.578 -5.528 0.089
H -1.634 -4.723 -0.175
H -2.858 -3.797 0.704
H -3.988 -3.619 -1.302
C -5.653 1.756 6.116
C -4.497 2.342 6.906
O -3.256 2.007 6.289
H -5.557 0.671 6.051
H -6.610 1.999 6.580
H -5.653 2.141 5.093
H -4.484 1.942 7.920
H -4.580 3.432 6.967
H -3.269 2.371 5.396
C 4.168 5.610 -6.294
C 4.245 7.028 -5.757
O 2.989 7.684 -5.851
H 3.842 5.615 -7.335
H 5.137 5.112 -6.231
H 3.439 5.024 -5.732
H 4.960 7.613 -6.335
H 4.567 7.027 -4.710
H 2.346 7.183 -5.330
C 1.889 -5.266 -1.467
C 1.235 -6.185 -2.474
O -0.100 -6.460 -2.070
H 1.892 -5.721 -0.476
H 2.918 -5.035 -1.750
H 1.327 -4.331 -1.389
H 1.767 -7.133 -2.547
H 1.221 -5.722 -3.467
H -0.548 -5.610 -2.015
C 4.561 -12.901 -2.010
C 3.691 -11.700 -2.328
O 4.471 -10.508 -2.395
H 5.078 -12.755 -1.060
H 3.964 -13.813 -1.949
H 5.327 -13.037 -2.777
H 2.941 -11.555 -1.551
H 3.175 -11.840 -3.284
H 5.128 -10.627 -3.088
*
```